1.
Below is the molecule C27H32N4O5 in a non-equilibrium geometry, with properties calculated with the ωB97M-V functional and the def2-TZVPD basis.

The geometry in XYZ format:
```
68
C27H32N4O5 the ωB97M-V functional and the def2-TZVPD basis
C 0.46547 4.68143 3.11626
C 1.40106 3.47722 3.21971
C 0.95015 2.34121 2.34618
C -0.21703 1.64767 2.64610
C -0.62963 0.57987 1.87533
C 0.12355 0.18808 0.77653
N -0.25041 -0.96266 0.03068
C -1.37225 -1.04426 -0.71723
O -1.76697 -2.09923 -1.19515
C -2.07542 0.25986 -1.03325
C -1.20303 1.10289 -1.97748
C -0.69628 2.36189 -1.29411
O -1.29147 2.92429 -0.40657
N 0.47390 2.82774 -1.82840
C 1.15441 3.94162 -1.38719
C 0.68540 5.00662 -0.57612
C 1.77317 5.82360 -0.46548
C 1.99021 7.10136 0.25413
O 2.79787 5.29617 -1.15678
N 2.40867 4.12844 -1.72757
C 0.66695 -2.10408 0.13316
C 0.18255 -3.14983 1.16868
O 0.79793 -3.33768 2.19868
N -0.93678 -3.77664 0.80703
C -1.62047 -4.74901 1.62818
C -1.89140 -6.02719 0.83108
C -3.13198 -5.70432 -0.01432
C -3.82512 -4.51504 0.67923
C -3.03285 -4.26531 1.96642
C 0.90386 -2.70638 -1.21464
C 1.00055 -3.99609 -1.64195
C 1.26998 -3.93237 -3.03173
C 1.31643 -2.61217 -3.34371
O 1.10340 -1.85761 -2.24957
C 1.28661 0.87664 0.46160
C 1.68939 1.94644 1.23992
H 0.80783 5.48267 3.76753
H 0.43976 5.04774 2.09424
H -0.54553 4.40757 3.40572
H 1.43075 3.13677 4.25811
H 2.41128 3.77796 2.93512
H -0.80000 1.93396 3.50875
H -1.52449 0.03178 2.13148
H -2.28152 0.84209 -0.13421
H -3.02208 0.00120 -1.50775
H -1.79683 1.43331 -2.83348
H -0.36967 0.51246 -2.36231
H 0.98464 2.26382 -2.49264
H -0.29531 5.11445 -0.16861
H 2.60391 6.93311 1.13861
H 2.51280 7.80661 -0.38839
H 1.03626 7.51975 0.56003
H 1.61044 -1.70552 0.52759
H -1.38448 -3.49837 -0.06324
H -0.99872 -4.91480 2.51121
H -1.03628 -6.31299 0.22120
H -2.10126 -6.83999 1.52651
H -3.79166 -6.56851 -0.08145
H -2.84191 -5.43081 -1.02816
H -3.78355 -3.63399 0.03898
H -4.87298 -4.72244 0.89127
H -3.42876 -4.86600 2.78566
H -3.04458 -3.21919 2.26865
H 0.89968 -4.87728 -1.04370
H 1.40424 -4.75858 -3.69883
H 1.48505 -2.09601 -4.26793
H 1.88061 0.56857 -0.38728
H 2.59880 2.47154 0.98492
```

The calculation puts the LUMO energy at 0.02509 Ha. The calculation puts the strongest force on any atom at 1.34 eV/Å. Its multiplicity is 1. The calculation puts the energy at -44716.72370 eV. For the gap between HOMO and LUMO, the calculation gives 0.339 Ha. The SMILES is CCc1ccc(N(C(=O)CCC(=O)Nc2cc(C)on2)[C@@H](C(=O)NC2CCCC2)c2ccco2)cc1.

Atom charges from the natural (NBO) analysis, given in e for atoms 1 to 4: -0.595 -0.420 -0.009 -0.142



2.
Below is the molecule C27H32N5O5PS in a non-equilibrium geometry, with properties calculated with the ωB97M-V functional and the def2-TZVPD basis.

The geometry in XYZ format:
```
71
C27H32N5O5PS the ωB97M-V functional and the def2-TZVPD basis
C -0.93611 3.50844 -3.50650
C 0.41422 2.98854 -3.00826
N 0.55648 1.56979 -3.31463
C 0.50769 1.07645 -4.66055
C 0.30815 0.81827 -2.21505
C 0.12810 -0.55462 -2.12084
C -0.05776 -1.11684 -0.86239
N -0.24543 -2.48596 -0.69664
C -0.54811 -3.42196 -1.64445
O -0.68510 -3.19352 -2.83171
C -0.73732 -4.77667 -1.10557
C -0.97561 -5.89151 -1.86562
C -1.13872 -7.05753 -1.09748
C -1.02899 -6.81884 0.23740
S -0.72053 -5.16981 0.58636
C -0.07489 -0.30898 0.28898
P -0.32829 -1.05289 1.92225
O 0.25777 -2.38419 2.13309
N 0.24833 0.12239 3.01135
C 1.50167 0.66802 3.02935
C 2.48401 0.21106 2.14249
C 3.72260 0.80365 2.11287
C 4.00514 1.86016 2.97799
N 5.28478 2.49141 2.93466
O 6.08771 2.09628 2.11090
O 5.50045 3.39525 3.72048
C 3.04816 2.30311 3.88877
C 1.80753 1.71194 3.91352
N -1.93863 -1.00987 2.39718
C -2.68123 -2.25520 2.41087
C -3.42644 -2.46281 1.09154
O -4.25996 -1.36318 0.80020
C -3.51336 -0.17321 0.70880
C -2.76960 0.11600 2.01625
C 0.09722 1.07585 0.16847
C 0.28993 1.62801 -1.06477
C 0.60637 3.04909 -1.46367
C 2.08425 3.31658 -1.14325
C -0.25985 4.08023 -0.74648
H -1.05429 4.56193 -3.27358
H -0.99984 3.39185 -4.58580
H -1.74869 2.94737 -3.05034
H 1.21211 3.54460 -3.51511
H 0.98276 1.80108 -5.32120
H 1.05928 0.13840 -4.71903
H -0.51653 0.89662 -5.00654
H 0.12229 -1.18701 -2.99056
H -0.12133 -2.80653 0.25870
H -1.02552 -5.85176 -2.93846
H -1.32947 -8.02958 -1.51511
H -1.10981 -7.51810 1.04630
H -0.39332 0.41433 3.73564
H 2.25229 -0.61951 1.49448
H 4.48778 0.46643 1.43107
H 3.29658 3.11288 4.55749
H 1.05793 2.05291 4.61285
H -1.97935 -3.07066 2.58896
H -3.40386 -2.21187 3.23328
H -4.07876 -3.33549 1.14507
H -2.69699 -2.60176 0.27740
H -4.22946 0.61996 0.48677
H -2.78391 -0.24807 -0.11388
H -2.14611 1.00332 1.89879
H -3.50061 0.28606 2.81555
H 0.08887 1.69871 1.05009
H 2.26281 3.21042 -0.07538
H 2.36338 4.32401 -1.44429
H 2.71889 2.60484 -1.66574
H -1.31731 3.85681 -0.85660
H -0.01935 4.07636 0.31414
H -0.06509 5.07851 -1.13087
```

The calculation puts the LUMO energy at -0.00888 Ha. The calculation puts the strongest force on any atom at 1.80 eV/Å. Its multiplicity is 1. The calculation puts the energy at -66331.07766 eV. For the gap between HOMO and LUMO, the calculation gives 0.278 Ha. The SMILES is C[C@@H]1N(C)c2cc(NC(=O)c3cccs3)c([P@@](=O)(Nc3ccc([N+](=O)[O-])cc3)N3CCOCC3)cc2C1(C)C.

Atom charges from the natural (NBO) analysis, given in e for atoms 1 to 4: -0.631 -0.001 -0.408 -0.406